Entry 1:
Molecular formula: C20H46B4F8N4O4V
Method: DFT, the ωB97M-V functional and the def2-TZVPD basis

The geometry in XYZ format:
```
87
C20H46B4F8N4O4V the ωB97M-V functional and the def2-TZVPD basis
O -0.62 -0.37 -0.13
V -0.48 -0.41 1.38
O 0.78 0.24 2.01
B -1.13 -2.40 3.05
H -1.48 -2.33 2.03
H -1.83 -3.01 3.61
H -0.14 -2.83 3.19
H -1.12 -1.41 3.46
B -2.50 0.93 1.57
H -2.35 -0.14 1.52
H -3.44 1.12 2.07
H -1.78 1.38 2.23
H -2.46 1.45 0.62
C 5.24 0.41 -0.50
N 4.75 1.01 0.76
C 3.63 1.79 0.76
C 3.03 2.24 1.97
C 3.67 2.12 3.18
C 4.85 1.33 3.18
C 5.34 0.78 2.01
C 3.15 2.65 4.46
C 3.93 3.49 5.27
C 3.47 3.92 6.50
N 2.27 3.57 7.00
C 1.43 2.89 6.23
C 1.86 2.28 4.95
C 1.91 3.82 8.39
H 6.24 0.06 -0.26
H 5.22 1.23 -1.22
H 4.59 -0.33 -0.95
H 3.30 2.05 -0.23
H 2.26 2.99 1.91
H 5.48 1.31 4.06
H 6.32 0.32 2.01
H 4.92 3.76 4.92
H 4.06 4.49 7.21
H 0.43 2.62 6.54
H 1.24 1.61 4.38
H 2.25 3.01 9.03
H 0.83 3.99 8.40
H 2.35 4.79 8.63
C -1.98 0.75 -3.36
C -3.40 1.22 -3.08
C -3.90 1.94 -4.33
O -5.16 2.46 -4.33
C -5.93 2.32 -5.48
N -4.33 0.01 -2.77
H -5.23 0.34 -2.45
H -4.63 -0.32 -3.67
H -3.97 -0.67 -2.12
H -1.27 1.56 -3.19
H -1.79 0.38 -4.37
H -1.68 -0.05 -2.69
H -3.44 1.86 -2.20
H -3.84 1.19 -5.12
H -3.21 2.73 -4.64
H -6.75 3.01 -5.33
H -6.20 1.27 -5.60
H -5.36 2.71 -6.32
C -1.65 -4.60 -3.82
C -0.38 -3.72 -3.36
C -0.44 -2.33 -4.13
O 0.63 -1.44 -3.80
C 1.95 -1.93 -3.70
N -0.49 -3.35 -1.88
H 0.19 -2.64 -1.63
H -1.38 -2.90 -1.71
H -0.31 -4.09 -1.23
H -2.58 -4.05 -3.71
H -1.68 -5.53 -3.25
H -1.68 -4.90 -4.87
H 0.55 -4.25 -3.57
H -1.38 -1.79 -3.99
H -0.42 -2.74 -5.14
H 2.10 -2.72 -2.96
H 2.65 -1.14 -3.44
H 2.28 -2.29 -4.68
B 2.24 -1.88 0.01
F 3.41 -1.71 0.74
F 2.07 -0.76 -0.78
F 2.52 -2.93 -0.82
F 1.14 -2.08 0.82
B -3.35 -2.71 -0.62
F -3.01 -3.31 0.50
F -3.52 -3.59 -1.69
F -4.55 -2.01 -0.45
F -2.32 -1.75 -1.01
```

The molar mass is 652.79 Da. The spin multiplicity is 1. Its net charge is +1. The HOMO-LUMO gap is 5.01 eV. The value obtained for the largest force on an atom is 6.51 eV/A. The value obtained for the HOMO energy is -9.7 eV.

---

Entry 2:
Molecular formula: C20H46BeF3NO8S5
Method: DFT, the ωB97M-V functional and the def2-TZVPD basis

The geometry in XYZ format:
```
84
C20H46BeF3NO8S5 the ωB97M-V functional and the def2-TZVPD basis
Be -15.09 -8.19 0.12
C -14.01 -5.15 -2.06
O -12.57 -5.40 -2.18
O -14.51 -6.05 -1.11
C -14.46 -3.67 -2.21
F -14.07 -2.89 -1.18
F -13.79 -3.15 -3.29
F -15.81 -3.43 -2.35
C -11.61 -4.43 -1.67
C -10.16 -5.02 -1.89
H -9.96 -5.76 -1.11
H -9.96 -5.60 -2.79
H -9.40 -4.24 -1.89
H -11.80 -4.08 -0.65
H -11.70 -3.55 -2.30
H -14.45 -5.54 -2.98
C -16.90 -12.48 1.61
C -15.78 -11.67 1.09
O -15.96 -10.27 1.32
H -17.80 -12.32 1.01
H -17.14 -12.25 2.65
H -16.64 -13.54 1.60
H -15.77 -11.88 0.02
H -14.83 -12.04 1.48
C -18.61 -8.41 -3.60
S -17.62 -9.69 -2.66
O -16.57 -8.91 -1.87
C -18.90 -10.29 -1.40
H -18.97 -7.69 -2.87
H -19.55 -8.83 -3.98
H -18.04 -8.03 -4.44
H -19.19 -11.33 -1.58
H -19.75 -9.62 -1.53
H -18.53 -10.21 -0.38
C -11.39 -8.88 -2.16
S -12.89 -9.86 -2.43
O -13.78 -9.61 -1.25
C -13.60 -8.79 -3.73
H -10.72 -9.24 -1.39
H -11.68 -7.89 -1.81
H -10.82 -8.76 -3.09
H -14.33 -9.41 -4.24
H -12.85 -8.49 -4.46
H -14.13 -7.89 -3.44
C -11.82 -11.47 1.15
S -11.53 -9.72 1.67
O -12.44 -8.84 0.78
C -12.60 -9.82 3.17
H -12.80 -11.28 0.72
H -11.92 -12.17 1.98
H -11.11 -11.82 0.40
H -12.42 -9.01 3.89
H -12.38 -10.64 3.85
H -13.65 -9.68 2.88
C -18.33 -5.29 -0.93
S -18.13 -5.74 0.86
O -17.11 -6.90 0.95
C -17.15 -4.26 1.36
H -18.85 -6.08 -1.46
H -17.39 -5.10 -1.45
H -18.85 -4.33 -0.86
H -17.82 -3.42 1.17
H -16.31 -4.10 0.68
H -16.77 -4.40 2.37
C -12.03 -5.87 1.65
S -13.61 -5.85 2.49
O -14.30 -7.18 2.17
C -13.05 -5.93 4.24
H -11.36 -6.70 1.88
H -11.47 -4.97 1.90
H -12.28 -6.05 0.60
H -12.32 -6.74 4.32
H -13.95 -6.17 4.81
H -12.55 -5.03 4.58
N -16.14 -8.99 3.91
C -16.22 -7.68 4.35
C -16.00 -7.64 5.69
C -15.48 -8.85 6.02
C -15.67 -9.70 4.97
H -16.27 -9.34 2.97
H -16.46 -6.91 3.62
H -16.19 -6.75 6.28
H -15.20 -9.13 7.02
H -15.55 -10.78 4.98
```

The molar mass is 654.93 Da. The spin multiplicity is 1. Its net charge is 0. The HOMO-LUMO gap is 7.46 eV. The value obtained for the largest force on an atom is 4.33 eV/A. The value obtained for the HOMO energy is -7.2 eV.

---

Entry 3:
Molecular formula: C20H46BiO2P4
Method: DFT, the ωB97M-V functional and the def2-TZVPD basis

The geometry in XYZ format:
```
73
C20H46BiO2P4 the ωB97M-V functional and the def2-TZVPD basis
Bi 0.30 -0.33 0.35
P 1.51 1.42 2.15
P -1.52 -1.02 2.20
P 1.71 0.17 -2.02
H -4.42 -0.52 -1.67
C -3.77 -0.77 -2.52
C -3.29 -2.01 -2.70
H -3.64 -2.86 -2.09
C 0.44 2.91 2.15
C 1.69 0.98 3.92
C 3.19 2.02 1.76
C -2.60 -2.28 1.46
C -1.03 -1.82 3.76
C -2.67 0.30 2.69
C 0.95 -0.80 -3.37
C 3.47 -0.14 -2.33
C 1.54 1.89 -2.63
H -3.32 0.08 -3.06
H -2.59 -2.25 -3.52
H 0.78 3.54 2.99
H -0.63 2.66 2.30
H 0.53 3.46 1.20
H 2.22 1.79 4.45
H 2.28 0.05 3.98
H 0.72 0.81 4.40
H 3.55 2.68 2.57
H 3.20 2.57 0.81
H 3.88 1.16 1.67
H -3.54 -2.30 2.02
H -2.12 -3.27 1.51
H -2.81 -2.05 0.41
H -1.87 -1.74 4.46
H -0.15 -1.33 4.18
H -0.81 -2.88 3.58
H -3.45 -0.15 3.31
H -3.12 0.77 1.80
H -2.13 1.07 3.27
H 1.10 -0.29 -4.34
H -0.13 -0.94 -3.23
H 1.41 -1.79 -3.42
H 3.76 0.33 -3.28
H 3.67 -1.22 -2.39
H 4.07 0.29 -1.52
H 2.00 2.01 -3.62
H 2.01 2.61 -1.94
H 0.48 2.15 -2.71
C -1.36 3.58 -1.52
C -1.46 4.74 -0.73
C -1.68 5.96 -1.38
C -1.87 6.03 -2.76
C -1.85 4.85 -3.51
C -1.65 3.62 -2.89
O -0.93 2.33 -1.04
H -0.58 2.25 -0.10
H -1.36 4.71 0.36
H -1.70 6.87 -0.80
H -2.02 7.00 -3.27
H -1.97 4.90 -4.60
H -1.68 2.69 -3.47
C 1.65 -4.67 -1.02
P 1.27 -4.08 0.63
C -0.13 -5.01 1.23
C 2.68 -4.45 1.65
O 1.00 -2.59 0.66
H 1.79 -5.76 -0.98
H 2.58 -4.20 -1.35
H 0.80 -4.43 -1.67
H 0.19 -6.05 1.36
H -0.49 -4.61 2.18
H -0.93 -5.00 0.47
H 3.57 -3.98 1.21
H 2.50 -4.07 2.66
H 2.81 -5.54 1.68
```

The molar mass is 651.46 Da. The value obtained for the energy above the lowest of the compared OMol25 structures with the same formula, charge and spin is 22.0 kcal per mole. The spin multiplicity is 1. Its net charge is +3. The HOMO-LUMO gap (spin up / spin down) is 4.32 / 4.32 eV. The value obtained for the largest force on an atom is 3.23 eV/A. The value obtained for the HOMO energy (spin up / spin down) is -15.5 / -15.5 eV.

---

Entry 4:
Molecular formula: C20H46N2O13
Method: DFT, the ωB97M-V functional and the def2-TZVPD basis

The geometry in XYZ format:
```
81
C20H46N2O13 the ωB97M-V functional and the def2-TZVPD basis
O 15.42 2.25 13.49
H 14.80 1.56 13.23
H 15.61 2.14 14.42
H 15.09 3.15 13.39
C 16.35 4.76 12.13
C 17.43 5.56 11.68
C 18.16 6.57 12.64
O 19.18 7.25 12.33
C 17.59 6.61 13.95
C 16.46 5.95 14.28
C 15.83 5.00 13.35
O 14.85 4.18 13.61
O 16.02 6.16 15.49
O 17.86 5.50 10.52
H 15.97 4.02 11.44
H 18.11 7.20 14.69
C 16.97 0.71 15.39
C 15.96 1.36 16.36
O 15.10 2.29 15.72
H 17.49 -0.11 15.91
H 17.69 1.40 14.96
H 16.44 0.31 14.53
H 16.61 1.80 17.11
H 15.45 0.53 16.87
O 12.94 3.78 13.29
H 13.78 4.14 13.01
H 12.56 4.46 13.85
O 13.26 1.73 15.50
H 14.21 1.71 15.56
H 12.95 1.46 16.36
O 15.51 4.28 16.33
H 15.69 3.37 16.08
H 15.86 4.80 15.60
C 14.39 3.88 10.47
O 14.69 2.66 11.20
C 13.94 1.50 10.93
C 14.29 0.40 11.86
N 14.09 0.66 13.30
C 14.54 -0.50 14.14
C 13.74 -1.79 13.88
O 14.40 -2.61 12.91
C 13.56 -3.70 12.51
H 14.85 4.80 10.82
H 13.35 4.19 10.36
H 14.94 3.65 9.55
H 14.10 1.21 9.89
H 12.90 1.79 11.11
H 15.36 0.28 11.68
H 13.79 -0.54 11.62
H 13.11 0.81 13.46
H 14.53 -0.21 15.19
H 15.61 -0.68 14.03
H 12.72 -1.55 13.59
H 13.59 -2.37 14.79
H 13.21 -4.27 13.37
H 14.14 -4.37 11.86
H 12.69 -3.36 11.95
C 19.17 3.97 13.28
O 19.67 2.98 12.45
C 19.52 1.67 12.87
C 18.19 0.99 12.77
N 17.52 0.79 11.45
C 17.23 2.04 10.72
C 16.67 1.74 9.35
O 16.62 2.93 8.60
C 16.25 2.69 7.27
H 19.84 3.84 14.14
H 18.10 3.88 13.44
H 19.43 5.00 13.05
H 19.78 1.60 13.93
H 20.26 1.08 12.33
H 17.49 1.35 13.53
H 18.43 -0.01 13.14
H 17.74 -0.06 10.94
H 18.13 2.64 10.61
H 16.52 2.70 11.23
H 15.63 1.41 9.44
H 17.22 1.00 8.77
H 15.18 2.56 7.14
H 16.65 1.76 6.87
H 16.57 3.57 6.71
```

The molar mass is 522.59 Da. The value obtained for the energy above the lowest of the compared OMol25 structures with the same formula, charge and spin is 279.2 kcal per mole. The spin multiplicity is 1. Its net charge is -2. The HOMO-LUMO gap is 4.72 eV. The value obtained for the largest force on an atom is 11.34 eV/A. The value obtained for the HOMO energy is -0.8 eV.

---

Entry 5:
Molecular formula: C20H46N3OP2SV
Method: DFT, the ωB97M-V functional and the def2-TZVPD basis

The geometry in XYZ format:
```
74
C20H46N3OP2SV the ωB97M-V functional and the def2-TZVPD basis
V 0.58 -0.29 0.40
P 1.81 1.30 -0.56
P -0.23 -2.26 1.02
N 2.08 -1.57 -0.70
C 2.69 0.43 -1.99
H 2.48 0.95 -2.94
H 3.78 0.48 -1.83
C 2.23 -1.03 -2.07
H 1.25 -1.10 -2.57
H 2.96 -1.64 -2.65
C 1.86 -3.04 -0.59
H 2.45 -3.40 0.27
H 2.25 -3.55 -1.49
C 0.38 -3.37 -0.36
H 0.24 -4.45 -0.17
H -0.21 -3.11 -1.26
C -2.08 -2.59 1.14
C -2.94 -1.50 0.48
H -2.96 -1.60 -0.62
H -2.57 -0.50 0.74
H -3.98 -1.58 0.84
C 0.47 -3.06 2.57
C 0.10 -2.22 3.80
H 0.99 -2.06 4.44
H -0.67 -2.72 4.42
H -0.28 -1.23 3.50
C 3.24 2.11 0.35
C 2.74 3.32 1.15
H 3.43 3.59 1.98
H 1.75 3.10 1.57
H 2.66 4.21 0.49
C 0.93 2.69 -1.48
C -0.03 3.48 -0.57
H -0.76 4.02 -1.20
H 0.50 4.23 0.04
H -0.58 2.81 0.10
C -0.21 0.73 1.59
C 0.13 -4.55 2.77
H -0.67 -4.87 2.07
H 1.00 -5.20 2.61
H -0.24 -4.72 3.79
C 4.32 2.54 -0.66
H 4.69 3.56 -0.42
H 5.18 1.85 -0.62
H 3.94 2.55 -1.69
C 1.87 3.61 -2.27
H 1.29 4.36 -2.84
H 2.56 4.16 -1.60
H 2.49 3.05 -3.00
C -2.48 -2.78 2.62
H -2.20 -1.91 3.24
H -3.57 -2.91 2.71
H -1.98 -3.67 3.03
H -2.26 -3.55 0.60
H 0.31 2.12 -2.19
H 1.56 -2.96 2.41
H 3.66 1.36 1.05
O -0.69 1.39 2.44
H 2.92 -1.34 -0.17
H 1.68 -0.45 1.65
C -4.48 1.06 -3.13
N -3.17 0.54 -2.77
C -2.37 0.74 -1.59
S -0.96 -0.15 -1.58
N -2.75 1.55 -0.46
C -3.94 2.34 -0.30
H -4.94 1.74 -2.42
H -5.17 0.20 -3.27
H -4.40 1.61 -4.09
H -2.78 -0.09 -3.48
H -2.14 1.55 0.35
H -4.84 1.69 -0.30
H -3.92 2.84 0.70
H -3.98 3.14 -1.07
```

The molar mass is 489.57 Da. The expectation value of S² is 2.02. The spin multiplicity is 3. Its net charge is +2. The HOMO-LUMO gap (spin up / spin down) is 7.38 / 7.28 eV. The value obtained for the largest force on an atom is 9.43 eV/A. The value obtained for the HOMO energy (spin up / spin down) is -15.0 / -15.0 eV.

---

Entry 6:
Molecular formula: C20H46N6O4
Method: DFT, the ωB97M-V functional and the def2-TZVPD basis

The geometry in XYZ format:
```
76
C20H46N6O4 the ωB97M-V functional and the def2-TZVPD basis
C -0.72 -2.91 -6.25
C -1.58 -2.37 -5.09
C -2.05 -0.93 -5.43
C -2.81 -3.28 -5.05
C -3.69 -3.07 -3.81
C -2.79 -3.46 -2.64
C -1.51 -2.62 -2.55
C -1.84 -1.25 -1.93
C -0.55 -3.35 -1.55
N -0.87 -2.48 -3.84
O 0.46 -2.09 -3.85
H -0.27 -3.86 -5.99
H -1.37 -3.02 -7.12
H 0.08 -2.22 -6.52
H -2.26 -0.39 -4.51
H -1.31 -0.40 -6.02
H -2.97 -0.91 -6.03
H -3.48 -3.19 -5.91
H -2.55 -4.34 -5.10
H -3.99 -2.03 -3.63
H -4.55 -3.73 -3.81
H -2.55 -4.53 -2.67
H -3.30 -3.30 -1.68
H -2.65 -0.70 -2.40
H -1.03 -0.52 -2.10
H -1.99 -1.29 -0.85
H -1.13 -4.06 -0.97
H -0.07 -2.63 -0.89
H 0.25 -3.81 -2.13
H 0.55 -1.18 -3.51
C -1.49 3.15 2.49
C -0.22 3.67 3.14
C 0.94 3.35 2.17
C -0.33 5.19 3.25
C 0.83 5.77 4.06
C 0.81 5.11 5.45
C 0.88 3.59 5.47
C 2.29 3.09 5.20
C 0.44 3.16 6.86
N -0.07 3.09 4.46
O -0.05 1.68 4.39
H -1.69 3.62 1.52
H -1.44 2.10 2.18
H -2.41 3.30 3.06
H 1.81 3.98 2.34
H 1.28 2.32 2.32
H 0.64 3.38 1.12
H -0.31 5.64 2.25
H -1.26 5.42 3.76
H 1.80 5.80 3.55
H 0.65 6.84 4.16
H -0.10 5.46 5.93
H 1.68 5.56 5.93
H 2.59 3.23 4.16
H 2.44 2.02 5.39
H 3.01 3.59 5.85
H -0.56 3.52 7.10
H 1.19 3.46 7.58
H 0.38 2.07 6.96
H -0.93 1.43 4.68
N 1.29 -2.27 1.78
C 2.14 -1.43 1.09
N 1.95 -0.11 1.43
O 2.91 -1.79 0.23
H 0.88 -1.92 2.63
H 1.28 -3.25 1.58
H 1.35 0.14 2.20
H 2.55 0.59 1.05
N 3.29 -2.61 -2.63
C 3.69 -3.83 -3.12
N 2.69 -4.58 -3.69
O 4.78 -4.30 -2.87
H 2.34 -2.31 -2.76
H 3.78 -2.33 -1.80
H 1.82 -4.16 -3.98
H 3.00 -5.45 -4.07
```

The molar mass is 434.63 Da. The value obtained for the energy above the lowest of the compared OMol25 structures with the same formula, charge and spin is 0.0 kcal per mole. The spin multiplicity is 1. Its net charge is 0. The HOMO-LUMO gap is 8.49 eV. As for the SMILES: CC1(C)CCCC(C)(C)N1O.CC1(C)CCCC(C)(C)N1O.NC(N)=O.NC(N)=O. The value obtained for the largest force on an atom is 1.85 eV/A. The value obtained for the HOMO energy is -8.3 eV.